Record 1
7
Properties=species:S:1:pos:R:3 method="wB97M-V/def2-TZVPD" total_charge=+3 de_lowest_kj_mol=181.9 fmax_ev_per_a=1.70 homo_ev=-27.92 homo_lumo_gap_ev=4.33 lumo_ev=-23.587 e_tot_ev=-8807.63368
Tl -7.92927 18.78080 -24.33284
O -5.31103 17.68839 -23.76471
H -5.02496 17.35049 -22.86159
H -4.59878 17.38698 -24.40983
O -10.03082 20.53063 -24.17071
H -10.98820 20.31812 -23.98634
H -9.94011 21.51453 -24.29745

Record 2
42
Properties=species:S:1:pos:R:3 method="wB97M-V/def2-TZVPD" de_lowest_kj_mol=0.0 fmax_ev_per_a=1.12 homo_ev=-8.89 homo_lumo_gap_ev=8.84 smiles="CCN(CC)S(=O)(=O)c1cccc(C(=O)Nc2ccc(Cl)cn2)c1" lumo_ev=-0.053 e_tot_ev=-50855.04867
C 3.20823 -0.70553 -3.05439
C 1.80998 -1.18555 -3.43848
N 1.52916 -2.57935 -3.18203
C 2.15621 -3.62046 -3.97197
C 3.51723 -4.07930 -3.45562
S 1.16710 -2.95251 -1.60062
O 2.08061 -2.34997 -0.66785
O 0.95429 -4.36588 -1.52527
C -0.41528 -2.11976 -1.42310
C -1.46726 -2.50575 -2.23175
C -2.69745 -1.88629 -2.07906
C -2.85286 -0.89080 -1.13031
C -1.78574 -0.49297 -0.32593
C -2.05180 0.57746 0.68385
O -3.17179 0.80749 1.08757
N -0.94083 1.26842 1.07740
C -0.84568 2.30407 1.99552
C -1.91976 2.79281 2.74136
C -1.67731 3.82680 3.62429
C -0.38628 4.33145 3.73055
Cl -0.03462 5.62243 4.81912
C 0.61635 3.77918 2.94535
N 0.38716 2.79310 2.10222
C -0.55537 -1.12936 -0.47282
H 3.24712 0.37975 -3.11044
H 3.95961 -1.10911 -3.72726
H 3.43064 -1.01694 -2.03763
H 1.06719 -0.62661 -2.86086
H 1.62220 -0.99726 -4.50106
H 2.22939 -3.25738 -5.00074
H 1.47007 -4.47091 -3.94573
H 4.25990 -3.28987 -3.52037
H 3.86002 -4.92995 -4.04000
H 3.41912 -4.38275 -2.41669
H -1.30924 -3.29035 -2.95393
H -3.53386 -2.18143 -2.69370
H -3.80571 -0.40299 -0.98865
H -0.04831 1.04421 0.65657
H -2.90276 2.36990 2.62338
H -2.47468 4.23776 4.22358
H 1.63456 4.13809 2.99370
H 0.30247 -0.91229 0.14610

Record 3
85
Properties=species:S:1:pos:R:3 method="wB97M-V/def2-TZVPD" total_charge=+2 fmax_ev_per_a=3.18 homo_ev=-13.96 homo_lumo_gap_ev=5.75 lumo_ev=-8.206 e_tot_ev=-197893.59492
N 0.88434 -0.71497 -0.18467
O 0.75087 -0.96795 -1.40528
O 2.01769 -0.56795 0.26097
O -0.13773 -0.49880 0.51411
C 4.80352 1.32808 -0.70154
C 5.06112 0.40408 -1.84662
O 5.69472 0.60998 -2.80946
N 4.14506 -0.80900 -1.79054
H 4.55555 -1.64754 -1.35392
H 3.27779 -0.63463 -1.29705
C 3.83210 -1.36832 -3.15850
H 5.37650 2.24462 -0.83826
H 5.11334 0.87152 0.23980
H 3.77393 1.67201 -0.59230
H 2.74969 -1.43409 -3.24233
H 4.12593 -2.41362 -3.23904
H 4.31876 -0.82399 -3.95921
C 3.22078 -0.12443 3.34274
C 2.95860 -1.58515 3.57757
O 3.21716 -2.15895 4.56631
N 2.16165 -2.34160 2.51798
H 1.41241 -1.70251 2.25135
H 2.69948 -2.66267 1.70876
C 1.59958 -3.62172 3.13184
H 4.11329 0.09773 3.92889
H 2.43342 0.48694 3.78876
H 3.43326 0.17150 2.32035
H 2.36711 -4.38851 3.08576
H 0.79129 -3.93268 2.47463
H 1.32859 -3.42983 4.16097
C -0.24849 -4.00653 -4.74465
C -1.38687 -3.67058 -3.82789
O -2.17672 -4.42571 -3.43341
N -1.24311 -2.28619 -3.19870
H -0.31145 -2.14088 -2.79070
H -1.15469 -1.65925 -4.00447
C -2.23462 -1.81855 -2.17712
H -0.11857 -3.25275 -5.53457
H -0.55040 -4.80134 -5.42940
H 0.70839 -4.23060 -4.27697
H -3.23666 -1.95355 -2.56725
H -1.99312 -0.76003 -2.08569
H -1.99984 -2.26755 -1.21821
C -0.16827 2.22848 2.29519
N -1.55097 2.69920 1.99645
C -1.67073 3.97001 1.55771
C -2.88803 4.47616 1.19296
C -4.03951 3.69456 1.31870
C -3.87704 2.38770 1.76983
C -2.62241 1.89438 2.08609
C -5.36819 4.26080 0.93513
C -6.37747 3.56079 0.27570
C -7.51262 4.24603 -0.12030
N -7.68062 5.56950 0.05534
C -6.74519 6.24222 0.75465
C -5.62066 5.58872 1.22121
C -8.91135 6.27159 -0.37054
H -0.25262 1.37339 2.95561
H 0.26211 3.08953 2.80310
H 0.38807 2.03932 1.38181
H -0.77881 4.57891 1.53379
H -2.97007 5.50771 0.88149
H -4.72953 1.72259 1.79307
H -2.34854 0.88664 2.36816
H -6.36992 2.52478 -0.03274
H -8.37851 3.75128 -0.53890
H -6.91860 7.27416 1.02461
H -4.95478 6.22927 1.78368
H -8.62414 6.97831 -1.14719
H -9.34360 6.78801 0.48127
H -9.60251 5.55317 -0.80038
As 5.96826 -2.36736 1.09872
F 5.74166 -2.35794 2.82034
F 6.94485 -0.90506 1.16899
F 6.04493 -2.29595 -0.66190
F 5.05839 -3.81766 0.96801
F 4.55219 -1.30916 0.89915
F 7.45773 -3.26634 1.12256
As 1.69332 -4.51534 -1.00521
F 2.04527 -3.56091 -2.47416
F 2.57487 -3.47400 0.07966
F 1.40878 -5.54195 0.39254
F 0.77541 -5.59869 -2.05385
F 3.07937 -5.50601 -1.35620
F 0.17583 -3.65485 -0.61719

Record 4
62
Properties=species:S:1:pos:R:3 method="wB97M-V/def2-TZVPD" de_lowest_kj_mol=3.9 fmax_ev_per_a=0.74 homo_ev=-9.15 homo_lumo_gap_ev=9.39 smiles="Cc1cccc(N(C(=O)CNC(=O)c2cccs2)[C@H](C(=O)NC2CCCC2)c2ccncc2)c1" lumo_ev=0.236 e_tot_ev=-50356.50570
C -2.34417 -5.28296 -0.69436
C -1.06538 -4.61294 -0.29765
C 0.02586 -5.35853 0.13536
C 1.21475 -4.74041 0.47788
C 1.33450 -3.36317 0.40451
C 0.24598 -2.61298 -0.01675
N 0.38214 -1.19713 -0.13834
C -0.21370 -0.30720 0.66913
O -0.05461 0.90385 0.57165
C -1.14921 -0.84034 1.75956
N -2.31870 0.01131 1.81281
C -3.15974 -0.00017 0.73873
O -3.10128 -0.86212 -0.12336
C -4.16937 1.05699 0.70462
C -4.50825 2.02455 1.61441
C -5.55520 2.84738 1.16358
C -5.99192 2.49870 -0.07873
S -5.14449 1.15877 -0.72125
C 1.23851 -0.75296 -1.24238
C 2.62185 -0.30146 -0.71167
O 3.61272 -0.98524 -0.87681
N 2.59617 0.87357 -0.07722
C 3.75422 1.48293 0.53782
C 3.93324 2.92709 0.02266
C 3.64989 3.84996 1.21640
C 2.86766 2.98004 2.19789
C 3.54462 1.62128 2.05265
C 0.56883 0.28813 -2.10930
C -0.81282 0.34406 -2.25340
C -1.35545 1.32142 -3.07223
N -0.63275 2.19901 -3.74609
C 0.68185 2.12441 -3.63365
C 1.33185 1.19621 -2.83662
C -0.94229 -3.23293 -0.37929
H -2.24349 -5.71742 -1.68906
H -2.58975 -6.08658 -0.00313
H -3.16240 -4.56813 -0.71599
H -0.05785 -6.43375 0.19815
H 2.05660 -5.33211 0.80401
H 2.26375 -2.87437 0.65333
H -0.63617 -0.80032 2.72262
H -1.46928 -1.86145 1.55608
H -2.21286 0.88087 2.31051
H -4.04200 2.14080 2.57678
H -5.96392 3.66165 1.73466
H -6.76944 2.95954 -0.65506
H 1.42783 -1.64151 -1.85832
H 1.69449 1.31679 0.07636
H 4.60388 0.84059 0.29420
H 4.93490 3.08371 -0.37374
H 3.22242 3.10986 -0.78375
H 3.10009 4.74227 0.92213
H 4.58730 4.16535 1.67704
H 2.90567 3.36249 3.21688
H 1.82259 2.90959 1.89215
H 2.94924 0.80045 2.45082
H 4.51066 1.62790 2.55854
H -1.46500 -0.34139 -1.73568
H -2.42774 1.40281 -3.19365
H 1.24281 2.84950 -4.20917
H 2.40977 1.17745 -2.78599
H -1.77740 -2.63373 -0.71127

Record 5
21
Properties=species:S:1:pos:R:3 method="wB97M-V/def2-TZVPD" total_charge=+1 de_lowest_kj_mol=130.0 fmax_ev_per_a=2.01 homo_ev=-12.83 homo_lumo_gap_ev=9.72 lumo_ev=-3.117 e_tot_ev=-17729.93307
C -2.14046 -1.10340 -0.74892
C -1.36892 -1.59365 0.50893
S 0.45372 -1.30508 0.29002
C 1.14257 -2.01899 1.80948
H -3.18125 -1.48837 -0.80238
H -1.59013 -1.43483 -1.64630
H -2.26434 0.00724 -0.82691
H -1.57070 -2.65430 0.65132
H -1.73460 -1.09221 1.39813
H 0.65704 -1.65869 2.72444
H 0.98542 -3.12108 1.78168
H 2.21368 -1.84012 1.86498
C 1.01903 2.58600 -0.66915
C 0.51587 3.81071 -0.66597
N 0.21575 1.40607 -0.90634
H 2.08376 2.41442 -0.58973
H 1.14518 4.64087 -0.58786
H -0.55168 3.98934 -0.62540
H 0.17343 0.71873 -0.11575
H -0.70664 1.64861 -1.25563
H 0.56240 0.82524 -1.67274

Record 6
29
Properties=species:S:1:pos:R:3 method="wB97M-V/def2-TZVPD" de_lowest_kj_mol=271.6 fmax_ev_per_a=6.17 homo_ev=-8.89 homo_lumo_gap_ev=9.75 smiles="C=C(C)[C@H]1CC[C@@](C)(O)CC1" lumo_ev=0.863 e_tot_ev=-12706.59609
C -2.35292 1.39822 -0.61607
C -2.23952 0.17562 -0.10078
C -3.50095 -0.77263 -0.26220
C -1.09029 -0.23523 0.76317
C -0.16120 0.92112 1.18407
C 1.03298 1.22883 0.35776
C 1.79816 0.05802 -0.22099
C 2.83016 -0.51054 0.84437
O 2.60239 0.54936 -1.39792
C 0.97294 -1.12623 -0.69424
C -0.24543 -1.46952 0.19391
H -3.28878 1.88499 -0.83449
H -1.62082 2.02458 -0.95862
H -3.84659 -0.64631 -1.30479
H -3.14236 -1.80290 -0.15395
H -4.31342 -0.51709 0.45188
H -1.60319 -0.70881 1.51094
H 0.19972 0.60845 2.13596
H -0.75741 1.84674 1.29326
H 1.66243 1.93640 0.91881
H 0.74862 1.85552 -0.54834
H 2.13458 -1.24828 1.40284
H 2.85204 0.31736 1.63652
H 3.91614 -0.62810 0.70954
H 2.88438 -0.35980 -1.68162
H 1.40023 -1.99612 -1.08541
H 0.39465 -0.69009 -1.59679
H -0.83238 -2.21678 -0.35213
H 0.12946 -2.06058 0.94575